Entry 1:
{"formula": "C20H31AuB2N7S", "method": "ωB97M-V with the def2-TZVPD basis set", "symbols": ["Au", "C", "C", "C", "C", "C", "C", "N", "N", "B", "N", "C", "C", "C", "N", "C", "C", "C", "N", "C", "C", "C", "N", "C", "C", "C", "H", "H", "H", "H", "H", "H", "H", "H", "H", "H", "H", "H", "H", "H", "H", "H", "H", "H", "H", "H", "H", "H", "H", "H", "H", "H", "H", "H", "B", "C", "N", "H", "H", "H", "S", "C"], "positions_angstrom": [[-0.428, -0.112, 0.007], [-1.118, -0.802, 3.258], [-1.241, 0.652, 3.690], [-2.707, 1.057, 3.845], [-0.499, 1.636, 2.829], [-0.162, 2.953, 3.167], [0.575, 3.420, 2.099], [0.659, 2.454, 1.178], [0.009, 1.358, 1.629], [1.521, 2.413, -0.112], [0.663, 2.527, -1.374], [0.551, 3.517, -2.271], [-0.304, 3.105, -3.273], [-0.679, 1.803, -2.906], [-0.095, 1.484, -1.762], [-1.540, 0.815, -3.629], [-2.877, 1.429, -4.030], [-0.808, 0.259, -4.852], [2.332, 1.102, -0.119], [3.670, 1.057, -0.137], [4.073, -0.249, -0.051], [2.889, -0.992, 0.032], [1.840, -0.168, -0.017], [2.858, -2.488, 0.175], [1.552, -3.068, 0.681], [3.265, -3.148, -1.143], [-1.500, -1.449, 4.048], [-1.699, -1.020, 2.363], [-0.082, -1.082, 3.066], [-0.770, 0.739, 4.678], [-3.231, 0.980, 2.890], [-3.208, 0.391, 4.547], [-2.811, 2.078, 4.208], [-0.390, 3.469, 4.080], [1.070, 4.361, 1.938], [2.279, 3.342, -0.080], [1.099, 4.434, -2.142], [-0.588, 3.653, -4.152], [-1.722, -0.015, -2.937], [-2.730, 2.254, -4.729], [-3.503, 0.685, -4.521], [-3.423, 1.817, -3.170], [-0.599, 1.056, -5.567], [0.140, -0.196, -4.568], [-1.415, -0.494, -5.354], [4.232, 1.970, -0.205], [5.076, -0.631, -0.033], [3.638, -2.706, 0.914], [0.780, -3.022, -0.078], [1.691, -4.119, 0.938], [1.185, -2.553, 1.569], [2.529, -2.929, -1.917], [4.236, -2.796, -1.491], [3.316, -4.230, -1.023], [-2.924, -4.161, -0.498], [-1.946, -2.920, -0.562], [-1.213, -2.024, -0.588], [-3.760, -3.990, -1.350], [-2.268, -5.150, -0.718], [-3.371, -4.141, 0.628], [-3.257, 1.838, 0.063], [-2.355, 0.623, 0.089]], "max_force_ha_per_bohr": 0.009, "homo_lumo_gap_ev": [7.28, 7.24], "homo_energy_ev": [-8.7, -9.1], "lumo_ev": [-1.45, -1.90], "de_lowest_kcal_mol": 44.7, "spin_multiplicity": 2}

Entry 2:
{"formula": "H3NP2S", "method": "ωB97M-V with the def2-TZVPD basis set", "symbols": ["N", "P", "P", "S", "H", "H", "H"], "positions_angstrom": [[0.755, -0.131, 0.393], [-0.340, -1.396, 0.025], [-0.024, 1.363, -0.058], [-1.809, 0.157, -0.006], [1.755, -0.254, 0.319], [-0.175, -1.582, -1.937], [-0.163, 1.843, 1.264]], "max_force_ha_per_bohr": 0.056, "homo_lumo_gap_ev": 7.96, "homo_energy_ev": -8.1, "lumo_ev": -0.17, "de_lowest_kcal_mol": 38.3, "spin_multiplicity": 1}

Entry 3:
{"formula": "C41H44EuIN10O2", "method": "ωB97M-V with the def2-TZVPD basis set", "symbols": ["Eu", "O", "C", "O", "C", "C", "C", "N", "C", "C", "C", "C", "C", "C", "C", "N", "C", "C", "C", "C", "C", "N", "H", "H", "H", "H", "H", "H", "H", "H", "H", "H", "C", "N", "C", "C", "N", "C", "C", "C", "C", "C", "C", "C", "C", "C", "N", "C", "N", "C", "C", "N", "C", "C", "C", "N", "C", "C", "H", "H", "H", "H", "H", "H", "H", "H", "H", "H", "H", "H", "H", "H", "H", "H", "H", "H", "H", "H", "H", "H", "H", "H", "H", "H", "H", "H", "H", "H", "I", "C", "C", "C", "C", "N", "C", "H", "H", "H", "H"], "positions_angstrom": [[-0.590, 0.192, -0.834], [-5.653, -4.667, 0.402], [-6.045, -3.539, 0.060], [-7.006, -2.762, 0.315], [-4.925, -2.846, -0.733], [-5.123, -1.510, -1.106], [-4.061, -0.803, -1.562], [-2.787, -1.298, -1.608], [-2.661, -2.554, -1.291], [-3.681, -3.413, -0.870], [-1.336, -3.231, -1.074], [-1.092, -4.547, -1.366], [0.014, -5.165, -0.829], [0.788, -4.436, 0.070], [0.548, -3.080, 0.171], [-0.445, -2.470, -0.449], [-4.226, 0.640, -1.877], [-5.385, 1.230, -2.479], [-5.424, 2.573, -2.798], [-4.254, 3.346, -2.629], [-3.169, 2.708, -2.037], [-3.134, 1.421, -1.679], [-6.107, -1.203, -0.910], [-3.563, -4.453, -0.552], [-1.815, -5.012, -2.051], [0.192, -6.228, -1.034], [1.579, -4.963, 0.573], [1.262, -2.483, 0.683], [-6.190, 0.533, -2.712], [-6.299, 3.043, -3.252], [-4.216, 4.408, -2.951], [-2.203, 3.242, -1.991], [-1.808, 1.597, 4.272], [-0.794, 1.538, 3.236], [0.325, 2.371, 3.506], [-0.836, 0.606, 2.274], [0.282, 0.121, 1.707], [1.492, 0.013, 2.487], [1.510, -0.701, 3.691], [2.684, -0.582, 4.550], [3.729, 0.150, 4.097], [3.827, 0.566, 2.744], [4.999, 1.219, 2.350], [5.163, 1.553, 0.986], [4.081, 1.264, 0.158], [2.871, 0.691, 0.540], [2.024, 0.195, -0.466], [2.378, -0.712, -1.315], [3.366, -1.656, -1.217], [3.982, -2.098, 0.003], [4.392, -1.717, -2.261], [1.601, -0.729, -2.535], [1.343, -1.956, -3.209], [1.748, 0.493, -3.392], [2.686, 0.469, 1.905], [-1.997, 0.258, 1.591], [-2.393, -1.135, 1.833], [-3.132, 1.147, 1.500], [-1.293, 1.337, 5.172], [-2.664, 0.880, 4.004], [-2.326, 2.615, 4.390], [0.826, 2.107, 4.425], [-0.085, 3.344, 3.739], [1.037, 2.439, 2.694], [0.625, -1.182, 3.954], [2.651, -1.012, 5.524], [4.551, 0.285, 4.795], [5.839, 1.231, 3.059], [6.048, 2.036, 0.549], [4.288, 1.291, -0.901], [4.197, -3.175, -0.059], [3.262, -2.065, 0.871], [4.927, -1.582, 0.226], [4.047, -1.424, -3.226], [4.844, -2.688, -2.268], [5.189, -0.901, -2.023], [1.175, -2.791, -2.616], [2.184, -2.183, -3.854], [0.515, -1.854, -3.905], [1.789, 1.380, -2.784], [0.931, 0.611, -4.083], [2.633, 0.486, -4.008], [-1.637, -1.852, 1.660], [-3.163, -1.318, 1.154], [-2.647, -1.276, 2.838], [-3.530, 1.346, 2.507], [-3.775, 0.656, 0.778], [-2.852, 2.193, 1.119], [2.939, 4.647, 1.523], [2.037, 4.245, -0.266], [2.224, 4.945, -1.434], [1.442, 4.623, -2.523], [0.474, 3.701, -2.431], [0.328, 2.947, -1.336], [1.105, 3.168, -0.311], [2.912, 5.789, -1.419], [1.619, 5.241, -3.430], [-0.179, 3.526, -3.316], [0.999, 2.596, 0.579]], "max_force_ha_per_bohr": 0.065, "homo_lumo_gap_ev": [6.98, 6.99], "homo_energy_ev": [-9.5, -9.5], "lumo_ev": [-2.50, -2.48], "de_lowest_kcal_mol": 10.5, "spin_multiplicity": 8, "total_charge": 1}

Entry 4:
{"formula": "C3H7N2S", "method": "ωB97M-V with the def2-TZVPD basis set", "symbols": ["C", "C", "C", "N", "N", "S", "H", "H", "H", "H", "H", "H", "H"], "positions_angstrom": [[-1.533, -0.930, -0.034], [-2.538, 0.062, -0.091], [2.503, 0.735, -0.111], [-0.453, -0.184, 0.070], [2.192, -0.429, 0.165], [-1.221, 1.297, -0.015], [-1.456, -1.940, 0.237], [-3.160, 0.061, 0.802], [1.765, 1.508, -0.376], [3.564, 1.134, -0.203], [0.589, -0.499, 0.129], [-3.140, 0.357, -1.008], [2.889, -1.174, 0.435]], "max_force_ha_per_bohr": 0.074, "homo_lumo_gap_ev": 9.62, "homo_energy_ev": -14.1, "lumo_ev": -4.51, "de_lowest_kcal_mol": 69.8, "spin_multiplicity": 1, "total_charge": 1}

Entry 5:
{"formula": "C4H14NO2", "method": "ωB97M-V with the def2-TZVPD basis set", "symbols": ["C", "C", "C", "C", "O", "N", "H", "H", "H", "H", "H", "H", "H", "H", "H", "H", "H", "H", "H", "H", "O"], "positions_angstrom": [[-1.077, -0.013, -1.579], [-0.416, 0.044, -0.228], [1.024, 0.609, -0.219], [1.917, -0.050, -1.210], [1.523, 0.184, 1.093], [-0.370, -1.366, 0.326], [-1.369, 0.982, -1.904], [-0.564, -0.496, -2.407], [-2.050, -0.535, -1.602], [-0.967, 0.607, 0.508], [0.981, 1.689, -0.194], [1.528, 0.102, -2.217], [2.893, 0.424, -1.290], [2.075, -1.109, -1.025], [1.463, 0.903, 1.730], [-0.187, -1.349, 1.325], [-1.167, -1.922, 0.031], [0.415, -1.837, -0.123], [-1.422, 1.661, 2.834], [-2.352, 0.651, 3.490], [-1.876, 0.821, 2.662]], "max_force_ha_per_bohr": 0.051, "homo_lumo_gap_ev": 11.74, "homo_energy_ev": -14.8, "lumo_ev": -3.06, "de_lowest_kcal_mol": 21.9, "spin_multiplicity": 1, "total_charge": 1}

Entry 6:
{"formula": "C60H40N7O2STa", "method": "ωB97M-V with the def2-TZVPD basis set", "symbols": ["Ta", "C", "C", "C", "C", "C", "C", "C", "C", "C", "C", "C", "N", "C", "C", "C", "C", "C", "C", "C", "C", "C", "C", "C", "C", "C", "N", "C", "C", "C", "C", "C", "C", "C", "C", "C", "C", "C", "C", "N", "C", "C", "N", "C", "C", "C", "C", "C", "C", "H", "H", "H", "H", "H", "H", "H", "H", "H", "H", "H", "H", "H", "H", "H", "H", "H", "H", "H", "H", "H", "H", "H", "H", "H", "H", "H", "H", "O", "S", "O", "N", "C", "C", "C", "C", "C", "C", "C", "C", "N", "C", "C", "C", "C", "C", "C", "C", "H", "H", "H", "H", "H", "H", "H", "H", "H", "H", "H", "N", "C", "H"], "positions_angstrom": [[-0.322, 0.375, -0.159], [-2.634, -6.644, 1.662], [-3.036, -5.698, 2.531], [-3.006, -4.341, 2.162], [-2.427, -3.960, 0.984], [-2.176, -4.932, 0.008], [-2.205, -6.287, 0.334], [-2.129, -2.524, 0.786], [-1.363, -1.818, 1.724], [-0.977, -2.459, 2.973], [-0.596, -1.461, 3.803], [-0.400, -0.295, 3.032], [-0.967, -0.524, 1.696], [0.112, 0.838, 3.490], [0.313, 1.960, 2.678], [0.994, 3.132, 3.046], [1.239, 3.943, 1.953], [0.611, 3.267, 0.892], [0.497, 3.781, -0.377], [1.249, 5.032, -0.728], [0.467, 6.164, -0.789], [1.088, 7.372, -0.978], [2.483, 7.422, -1.050], [3.241, 6.250, -1.021], [2.605, 5.058, -0.790], [-0.364, 3.281, -1.368], [-1.141, 2.055, -1.241], [-1.804, 1.961, -2.395], [-2.722, 0.898, -2.659], [-3.532, 0.886, -3.973], [-2.968, 0.534, -5.210], [-3.753, 0.568, -6.345], [-5.045, 1.058, -6.346], [-5.545, 1.451, -5.098], [-4.814, 1.371, -3.922], [-2.879, -0.189, -1.888], [-3.782, -1.288, -2.132], [-3.615, -2.254, -1.231], [-2.606, -1.812, -0.328], [-2.231, -0.532, -0.667], [-1.492, 2.959, -3.368], [-0.585, 3.781, -2.755], [0.058, 2.063, 1.289], [0.481, 0.938, 4.921], [1.786, 0.851, 5.327], [2.090, 0.739, 6.634], [1.083, 0.791, 7.617], [-0.250, 0.973, 7.274], [-0.568, 0.922, 5.929], [-2.653, -7.706, 1.927], [-3.501, -5.948, 3.514], [-3.357, -3.606, 2.861], [-1.885, -4.658, -0.998], [-1.929, -6.982, -0.437], [-1.153, -3.460, 3.257], [-0.314, -1.604, 4.820], [1.313, 3.280, 4.107], [1.622, 4.909, 2.034], [-0.585, 6.045, -0.545], [0.561, 8.326, -1.081], [2.859, 8.371, -1.377], [4.317, 6.202, -1.134], [3.201, 4.110, -0.564], [-1.965, 0.084, -5.200], [-3.355, 0.188, -7.268], [-5.675, 1.132, -7.223], [-6.538, 1.816, -5.034], [-5.363, 1.580, -2.995], [-4.408, -1.258, -3.022], [-4.116, -3.227, -1.375], [-1.930, 3.000, -4.321], [-0.137, 4.694, -3.156], [2.592, 0.914, 4.664], [3.123, 0.663, 6.995], [1.481, 0.722, 8.689], [-0.985, 0.977, 8.088], [-1.624, 1.026, 5.653], [-0.637, -2.756, -2.608], [0.259, -1.745, -2.057], [-0.149, -0.297, -2.251], [0.383, -1.626, -0.522], [1.174, -2.382, 0.444], [1.217, -3.719, 0.634], [2.012, -4.250, 1.700], [2.737, -3.424, 2.443], [2.758, -1.993, 2.221], [3.744, -1.095, 2.745], [3.709, 0.219, 2.353], [2.627, 0.678, 1.574], [1.758, -0.137, 1.072], [1.913, -1.494, 1.225], [1.699, -1.898, -3.000], [1.571, -1.897, -4.359], [2.666, -2.072, -5.218], [3.928, -2.240, -4.571], [4.041, -2.251, -3.220], [2.927, -2.086, -2.417], [0.664, -4.380, -0.035], [1.980, -5.288, 1.901], [3.440, -3.834, 3.166], [4.531, -1.416, 3.354], [4.527, 0.862, 2.634], [2.511, 1.727, 1.361], [0.582, -1.719, -4.789], [2.481, -2.084, -6.264], [4.795, -2.322, -5.144], [5.021, -2.438, -2.780], [3.031, -2.098, -1.352], [2.718, 1.453, -1.698], [1.738, 1.187, -1.193], [3.586, 1.571, -2.155]], "max_force_ha_per_bohr": 0.064, "homo_lumo_gap_ev": [5.91, 5.91], "homo_energy_ev": [-12.2, -12.2], "lumo_ev": [-6.33, -6.33], "spin_multiplicity": 1, "total_charge": 2}

Entry 7:
{"formula": "C4H10N2O2", "method": "ωB97M-V with the def2-TZVPD basis set", "symbols": ["N", "C", "C", "N", "C", "C", "O", "O", "H", "H", "H", "H", "H", "H", "H", "H", "H", "H"], "positions_angstrom": [[-3.048, -1.148, -0.001], [-1.583, -0.847, 0.260], [-1.093, 0.393, -0.289], [0.356, 0.500, -0.607], [1.271, 0.425, 0.627], [2.705, 0.694, 0.176], [3.097, 0.098, -1.070], [-1.903, 1.432, -0.692], [-3.534, -1.268, 0.914], [-3.328, -1.987, -0.626], [-3.209, -0.289, -0.478], [2.200, -0.316, -1.227], [-0.842, -1.589, 0.466], [0.377, 1.426, -1.002], [0.928, 1.081, 1.384], [1.254, -0.595, 1.078], [3.364, 0.188, 0.972], [2.988, 1.804, 0.114]], "max_force_ha_per_bohr": 0.115, "homo_lumo_gap_ev": 7.80, "homo_energy_ev": -7.8, "smiles": "[NH3+]/C=C(\\[O-])NCCO", "lumo_ev": -0.01, "de_lowest_kcal_mol": 110.0, "spin_multiplicity": 1}

Entry 8:
{"formula": "C5H21N2O5", "method": "ωB97M-V with the def2-TZVPD basis set", "symbols": ["C", "O", "C", "C", "C", "C", "N", "N", "H", "H", "H", "H", "H", "H", "H", "H", "H", "H", "H", "H", "H", "H", "H", "O", "H", "H", "O", "H", "H", "O", "H", "H", "O"], "positions_angstrom": [[-1.898, -2.624, 1.531], [-0.866, -3.100, 0.642], [-1.670, -1.139, 1.741], [-2.126, -0.267, 0.539], [-1.011, 0.278, -0.308], [-0.799, 1.583, -0.502], [0.181, 2.147, -1.272], [-0.135, -0.723, -0.927], [-2.870, -2.851, 1.088], [-1.815, -3.185, 2.467], [-0.993, -4.017, 0.394], [-0.614, -0.959, 1.935], [-2.223, -0.836, 2.633], [-2.854, -0.817, -0.071], [-2.739, 0.568, 0.890], [-1.483, 2.292, -0.073], [1.012, 1.617, -1.502], [0.302, 3.133, -1.230], [0.864, -0.459, -0.835], [-0.281, -1.671, -0.541], [-0.314, -0.771, -1.946], [2.551, 1.918, 1.580], [3.800, 0.998, 1.754], [3.228, 1.397, 1.103], [1.640, 3.741, 2.787], [0.923, 2.494, 3.316], [1.369, 2.843, 2.531], [2.804, 0.647, -0.336], [3.222, 0.012, -1.676], [2.441, 0.263, -1.168], [0.090, -1.403, -4.288], [-1.141, -0.501, -4.199], [-0.579, -1.075, -3.670]], "max_force_ha_per_bohr": 0.017, "homo_lumo_gap_ev": [2.20, 8.59], "homo_energy_ev": [-1.9, -8.2], "lumo_ev": [0.31, 0.42], "de_lowest_kcal_mol": 18.8, "spin_multiplicity": 2}